# 1
Molecular formula: CNO2S2
Method: DFT, wB97M-V/def2-TZVPD

Atoms and positions in Å:
O: -1.05 -1.53 -0.52
S: -0.82 -0.19 -0.02
O: -1.97 0.38 0.69
N: 0.65 -0.04 0.95
C: 0.91 0.38 -0.21
S: 2.29 0.99 -0.90

Computed properties:
Maximum force   3.26 eV/A
Relative energy (zero: lowest compared OMol25 entry of this formula, charge and spin)   2.528 eV
Highest occupied orbital energy   -0.1677 Eh
Total charge   -1
Energy   -1039.70733 Ha



# 2
Molecular formula: C6H12O
Method: DFT, wB97M-V/def2-TZVPD

Atoms and positions in Å:
C: 2.33 -0.56 0.16
C: 1.34 0.41 -0.51
C: 0.15 0.73 0.40
C: -1.14 1.11 -0.37
C: -2.09 -0.08 -0.11
C: -1.15 -1.14 0.44
O: -0.21 -0.40 1.20
H: 2.47 -0.30 1.21
H: 1.95 -1.58 0.13
H: 3.30 -0.54 -0.35
H: 1.84 1.35 -0.76
H: 1.00 -0.01 -1.47
H: 0.44 1.50 1.12
H: -1.57 2.05 0.00
H: -0.94 1.24 -1.44
H: -2.63 -0.40 -1.01
H: -2.83 0.18 0.65
H: -1.62 -1.87 1.10
H: -0.64 -1.69 -0.38

Computed properties:
Maximum force   0.25 eV/A
Relative energy (zero: lowest compared OMol25 entry of this formula, charge and spin)   0.504 eV
Highest occupied orbital energy   -0.3549 Eh
Total charge   0
Energy   -311.04076 Ha



# 3
Molecular formula: C4H8AgO2
Method: DFT, wB97M-V/def2-TZVPD

Atoms and positions in Å:
C: 3.19 -0.64 -0.26
C: 1.83 -0.59 0.37
C: 0.81 0.35 -0.26
C: -0.56 0.19 0.27
O: -1.57 0.24 -0.43
Ag: -4.37 0.15 -0.48
H: 4.03 -1.20 0.17
H: 3.13 -0.59 -1.36
H: 2.53 -1.10 1.27
H: 1.32 -1.57 0.39
H: 0.80 0.27 -1.36
H: 1.07 1.41 -0.04
H: -0.66 -0.02 1.35
O: 3.36 0.81 0.33
H: 3.61 0.71 1.25

Computed properties:
Maximum force   6.93 eV/A
Relative energy (zero: lowest compared OMol25 entry of this formula, charge and spin)   3.656 eV
Highest occupied orbital energy   -0.4554 Eh
Total charge   +1
Energy   -454.20959 Ha



# 4
Molecular formula: CH4CeF
Method: DFT, wB97M-V/def2-TZVPD

Atoms and positions in Å:
F: -0.42 -0.14 0.06
Ce: -0.52 1.23 2.02
H: -1.92 2.52 1.63
C: 0.56 -0.80 -0.79
H: 1.51 -0.28 -0.68
H: 0.18 -0.71 -1.81
H: 0.61 -1.83 -0.43

Computed properties:
Maximum force   1.60 eV/A
Relative energy (zero: lowest compared OMol25 entry of this formula, charge and spin)   0.565 eV
Multiplicity   2
Highest occupied orbital energy (spin up / spin down)   -0.7324 / -0.7319 Eh
Total charge   +2
Energy   -614.69664 Ha



# 5
Molecular formula: C29H38CoN3O5SSi2
Method: DFT, wB97M-V/def2-TZVPD

Atoms and positions in Å:
Co: -0.14 -0.32 0.14
C: -1.43 2.42 2.48
Si: -1.41 0.59 1.80
C: -1.36 -0.47 3.43
C: -3.22 0.46 1.14
C: -4.33 0.62 1.97
C: -5.61 0.55 1.46
C: -5.80 0.33 0.10
C: -4.70 0.17 -0.73
C: -3.41 0.22 -0.22
Si: -1.87 -0.06 -1.34
C: -2.17 -1.65 -2.40
C: -1.82 1.37 -2.64
H: -2.34 2.57 3.05
H: -1.42 3.15 1.68
H: -0.60 2.65 3.14
H: -1.70 0.11 4.28
H: -0.35 -0.82 3.63
H: -1.99 -1.35 3.36
H: -4.18 0.79 3.03
H: -6.47 0.67 2.11
H: -6.80 0.29 -0.31
H: -4.85 0.01 -1.79
H: -2.97 -1.50 -3.12
H: -2.44 -2.51 -1.78
H: -1.27 -1.91 -2.94
H: -2.70 1.33 -3.28
H: -0.94 1.27 -3.27
H: -1.79 2.36 -2.18
O: 2.22 0.31 -3.09
C: 1.99 0.70 -1.96
O: 1.23 0.14 -1.11
C: 2.67 1.94 -1.40
C: 1.95 2.77 -0.55
C: 2.56 3.87 0.05
C: 3.91 4.11 -0.16
C: 4.64 3.25 -0.99
C: 4.01 2.19 -1.63
N: 6.03 3.44 -1.15
O: 6.59 4.31 -0.46
O: 6.64 2.72 -1.95
H: 0.91 2.55 -0.35
H: 1.99 4.52 0.69
H: 4.41 4.94 0.31
H: 4.59 1.54 -2.27
C: 2.85 0.71 4.99
C: 3.16 1.52 3.73
C: 2.07 1.32 2.69
S: 2.08 -0.29 1.78
O: 2.22 -1.34 2.80
C: 3.76 -0.11 0.99
C: 4.80 -1.00 1.66
C: 4.74 -2.41 1.08
H: 3.63 0.86 5.74
H: 2.79 -0.35 4.75
H: 1.90 1.02 5.42
H: 4.12 1.21 3.32
H: 3.22 2.58 3.98
H: 2.12 2.07 1.90
H: 1.09 1.35 3.16
H: 4.03 0.94 1.02
H: 3.62 -0.40 -0.04
H: 4.59 -1.05 2.73
H: 5.79 -0.58 1.51
H: 3.79 -2.87 1.34
H: 5.55 -3.02 1.47
H: 4.83 -2.38 -0.01
N: -0.14 -7.64 1.46
C: -0.14 -6.51 1.21
C: -0.17 -5.14 0.93
C: 0.96 -4.47 0.40
C: 0.89 -3.13 0.17
N: -0.21 -2.38 0.39
C: -1.30 -3.02 0.86
C: -1.33 -4.36 1.14
H: 1.87 -5.02 0.19
H: 1.75 -2.60 -0.24
H: -2.18 -2.41 1.01
H: -2.22 -4.83 1.53

Computed properties:
Maximum force   2.90 eV/A
Relative energy (zero: lowest compared OMol25 entry of this formula, charge and spin)   1.425 eV
Multiplicity   4
Highest occupied orbital energy (spin up / spin down)   -0.0897 / -0.2323 Eh
Total charge   -1
Energy   -4028.25050 Ha



# 6
Molecular formula: C10H14N2S
Method: DFT, wB97M-V/def2-TZVPD

Atoms and positions in Å:
C: 1.80 0.80 -0.81
C: 1.51 -0.59 -1.39
C: 2.65 -1.68 -1.26
C: 0.22 -1.19 -0.60
S: 0.69 -1.38 1.17
C: -0.53 -0.11 1.71
C: -0.75 0.35 3.04
C: -1.58 1.48 3.15
N: -2.28 1.95 2.11
C: -2.11 1.53 0.90
C: -1.20 0.44 0.61
N: -0.88 -0.05 -0.62
C: -1.98 -0.19 -1.63
H: 2.33 0.80 0.21
H: 0.91 1.30 -0.72
H: 2.62 1.33 -1.42
H: 1.36 -0.41 -2.48
H: 2.60 -2.08 -0.23
H: 3.59 -0.99 -1.22
H: 2.58 -2.32 -2.15
H: -0.17 -2.09 -1.06
H: -0.14 -0.19 3.79
H: -1.93 1.74 4.09
H: -2.69 2.03 0.12
H: -1.66 -0.62 -2.52
H: -2.73 -0.75 -1.05
H: -2.22 0.89 -1.76

Computed properties:
Maximum force   4.82 eV/A
Relative energy (zero: lowest compared OMol25 entry of this formula, charge and spin)   2.741 eV
Highest occupied orbital energy   -0.2824 Eh
Total charge   0
Energy   -897.07458 Ha